1.
The following is a quantum chemistry calculation of 3 unconnected molecules or ions with the total composition C23H47F7N2O4P, from the Open Molecules 2025 dataset.

- Kohn-Sham gap (eV) = 6.07
- total energy (a.u.) = -2355.23023

ORCA input file:
```
! wB97M-V def2-TZVPD RIJCOSX def2/J DEFGRID3
* xyz -1 1
C 1.0488 1.5034 2.0316
C 0.7617 1.1646 0.9168
C 0.3922 0.8139 -0.4471
C -0.3321 1.9898 -1.1415
C -1.8318 1.9754 -0.8317
P -2.7953 3.3808 -1.7529
C -1.9716 4.7622 -0.6983
C -0.8190 5.4825 -1.4191
C 0.2393 6.0043 -0.4339
C -4.3104 3.1888 -0.4242
F -4.0744 3.7256 0.8210
F -4.5207 1.8395 -0.1981
C -5.7034 3.6960 -0.8561
F -6.6832 3.1236 -0.0779
F -5.9620 3.3559 -2.1360
C -5.9697 5.2166 -0.7146
F -7.2636 5.4568 -1.0465
F -5.2044 5.9538 -1.5218
F -5.7912 5.6351 0.5436
H 1.2877 1.7768 3.0240
H 1.2778 0.5341 -1.0086
H -0.2727 -0.0449 -0.4124
H 0.1171 2.9047 -0.7677
H -0.1932 1.9002 -2.2137
H -2.2162 1.0208 -1.1915
H -1.9362 2.0255 0.2533
H -3.5133 2.3696 -2.5482
H -3.5479 4.4125 -2.4734
H -1.7528 3.4328 -2.7880
H -2.7405 5.5120 -0.5181
H -1.5921 4.3953 0.2525
H -1.1958 6.3320 -1.9801
H -0.3246 4.7937 -2.0976
H 0.9635 5.2313 -0.1863
H 0.8015 6.8410 -0.8505
H -0.2164 6.3559 0.4883
C 2.6778 -4.9842 -4.5420
O 1.9181 -4.3191 -5.5289
C 0.5684 -4.7581 -5.6270
C -0.3934 -3.6760 -5.1892
N -0.2988 -3.4362 -3.7570
C -1.0682 -2.2865 -3.2815
C -0.6665 -0.9036 -3.7759
O 0.5983 -0.4741 -3.3092
C 1.7133 -0.8535 -4.0855
H 3.7070 -4.6434 -4.6420
H 2.3300 -4.7551 -3.5291
H 2.6526 -6.0694 -4.6861
H 0.4166 -5.6667 -5.0367
H 0.3769 -4.9996 -6.6769
H -1.4127 -3.9971 -5.4245
H -0.1793 -2.7788 -5.7867
H 0.6737 -3.2981 -3.5136
H -1.0019 -2.2776 -2.1912
H -2.1207 -2.4494 -3.5325
H -1.3890 -0.1896 -3.3714
H -0.7161 -0.8163 -4.8684
H 1.4600 -0.9373 -5.1463
H 2.1492 -1.7999 -3.7466
H 2.4726 -0.0789 -3.9692
C 2.4633 -2.7646 8.2979
O 3.2389 -3.3703 7.2846
C 2.5324 -4.3169 6.4915
C 2.3714 -3.8282 5.0692
N 1.4599 -2.6965 5.0016
C 1.3824 -2.0533 3.6900
C 2.6345 -1.3765 3.1502
O 3.0292 -0.2312 3.8810
C 3.8661 -0.4639 4.9932
H 3.1358 -2.1545 8.8986
H 1.6781 -2.1209 7.8878
H 2.0000 -3.5161 8.9454
H 1.5560 -4.5355 6.9336
H 3.1169 -5.2420 6.4852
H 1.9641 -4.6431 4.4629
H 3.3736 -3.5928 4.6832
H 1.7448 -2.0069 5.6851
H 0.5975 -1.2961 3.7393
H 1.0535 -2.8004 2.9608
H 2.3975 -1.0159 2.1474
H 3.4798 -2.0706 3.0531
H 4.5126 -1.3330 4.8406
H 3.2950 -0.6031 5.9173
H 4.4938 0.4189 5.1226
*
```

2.
The following is a quantum chemistry calculation of 2 unconnected molecules or ions with the total composition C4H4BrCl at a distorted geometry, from the Open Molecules 2025 dataset.

- relative energy (zero: lowest compared OMol25 entry of this formula, charge and spin) (kJ/mol) = 307.0
- Kohn-Sham gap (eV) = 9.18
- total energy (a.u.) = -3188.84058

ORCA input file:
```
! wB97M-V def2-TZVPD RIJCOSX def2/J DEFGRID3
* xyz 0 1
C -1.5596 -1.5101 -0.3438
C 1.0478 0.0388 0.6595
C 1.3935 1.2229 0.2797
C -0.9957 -0.3495 -0.4133
Cl -1.3230 1.0311 -1.2500
Br 2.8414 2.4164 0.9319
H -2.3952 -1.6434 -1.0106
H -1.2422 -2.3646 0.1618
H 1.4010 -0.5512 1.4106
H 0.8320 1.7095 -0.4258
*
```

3.
The following is a quantum chemistry calculation of a single C3H4O2 molecule at a distorted geometry, from the Open Molecules 2025 dataset.

- relative energy (zero: lowest compared OMol25 entry of this formula, charge and spin) (kJ/mol) = 31.4
- Kohn-Sham gap (alpha / beta) (eV) = 6.73 / 8.62
- <S²> = 2.0081
- total energy (a.u.) = -267.01771

ORCA input file:
```
! wB97M-V def2-TZVPD RIJCOSX def2/J DEFGRID3
* xyz 0 3
C -0.9439 0.5082 1.0123
C 0.4894 0.3518 0.3555
C 0.5090 -0.4343 -0.9343
O -1.7944 1.3343 0.9453
O 1.3922 0.8382 0.9765
H -1.0334 -0.3912 1.5860
H 1.3837 -0.4178 -1.5295
H 0.3393 -1.5374 -0.7649
H -0.3419 -0.2518 -1.6469
*
```

4.
The following is a quantum chemistry calculation of 3 unconnected molecules or ions with the total composition C8H14F9O4PS at a distorted geometry, from the Open Molecules 2025 dataset.

- Kohn-Sham gap (eV) = 9.71
- structure (SMILES) = O=S(=O)(P)C(F)(F)C(F)(F)C(F)(F)C(F)(F)F.CCO.CCO
- total energy (a.u.) = -2252.40588

ORCA input file:
```
! wB97M-V def2-TZVPD RIJCOSX def2/J DEFGRID3
* xyz 0 1
O 2.7482 -1.6676 1.2789
S 2.3713 -0.8459 0.1669
O 2.8913 -1.3996 -1.0456
P 2.9981 1.1612 0.4797
C 0.4889 -0.9624 0.1576
F 0.2549 -2.1259 -0.3727
F 0.1062 -0.9438 1.4103
C -0.2282 0.1095 -0.7350
F -1.0965 -0.5243 -1.5206
F 0.6227 0.6884 -1.5561
C -1.0323 1.1887 0.0360
F -1.2095 2.2003 -0.8162
F -0.3509 1.6992 1.0431
C -2.4621 0.7509 0.4855
F -2.8127 1.4986 1.5043
F -3.3161 0.9644 -0.4768
F -2.5473 -0.5112 0.8161
H 4.1334 1.4008 -0.3104
H 3.2239 1.3566 1.8525
C -6.1741 4.0119 1.5028
C -5.4710 4.1268 2.8428
O -5.3630 2.8544 3.4740
H -7.1706 3.5875 1.6314
H -6.2666 4.9878 1.0229
H -5.6235 3.3455 0.8338
H -6.0321 4.7750 3.5144
H -4.4674 4.5473 2.7158
H -4.8576 2.2813 2.8872
C 6.0247 -4.0084 -2.3260
C 4.7839 -4.4791 -3.0622
O 3.8672 -5.0978 -2.1657
H 6.5146 -4.8481 -1.8311
H 6.7345 -3.5406 -3.0111
H 5.7603 -3.2859 -1.5499
H 5.0476 -5.2138 -3.8222
H 4.2846 -3.6381 -3.5551
H 3.6256 -4.4437 -1.4993
*
```

5.
The following is a quantum chemistry calculation of a molecular structure, C27H38AlBr2Cl2FLiN4O9P2S at a distorted geometry, from the Open Molecules 2025 dataset.

- relative energy (zero: lowest compared OMol25 entry of this formula, charge and spin) (kJ/mol) = 227.8
- Kohn-Sham gap (eV) = 1.22
- total energy (a.u.) = -9446.20503

ORCA input file:
```
! wB97M-V def2-TZVPD RIJCOSX def2/J DEFGRID3
* xyz -1 1
C 1.0575 -1.7436 0.1674
C 0.5934 -1.4535 -0.9153
C 0.4965 -1.0306 -2.4146
C 0.4034 0.5348 -2.6645
C 1.0080 1.4978 -1.5517
C 2.5458 1.2934 -1.1738
S 2.9726 2.7905 -0.1909
P 3.6911 1.3740 -2.6519
N 3.6451 2.8028 -3.3285
O 3.3318 0.1651 -3.7806
O 5.2420 1.0488 -2.0739
H 1.5907 -2.0426 1.1044
H 1.3037 -1.5251 -3.0484
H -0.5148 -1.4834 -2.7895
H -0.7098 0.7764 -2.7212
H 0.8323 0.8465 -3.6703
H 0.8333 2.5921 -1.7993
H 0.4127 1.3037 -0.5956
H 1.9108 3.1043 0.6306
H 3.3718 2.7125 -4.3133
H 3.6661 -0.6960 -3.4583
H 5.1996 0.1298 -1.7311
F -1.6464 -0.3871 -4.2896
C -2.1406 -0.9389 -5.3958
C -1.2747 -1.3906 -6.3770
C -1.7929 -1.9690 -7.5293
C -3.1704 -2.0792 -7.6920
C -4.0290 -1.6171 -6.7006
C -3.5107 -1.0489 -5.5426
H -0.2056 -1.2886 -6.2359
H -1.1239 -2.3332 -8.3005
H -3.5740 -2.5271 -8.5939
H -5.1031 -1.7002 -6.8296
H -4.1628 -0.6924 -4.7560
C -3.1196 3.0623 -5.0408
N -3.8820 2.6005 -6.2322
O -4.9659 3.1713 -6.4892
O -3.4072 1.7104 -6.8694
H -3.6693 3.8701 -4.5643
H -3.0188 2.2106 -4.3664
H -2.1475 3.4083 -5.3877
C -0.5039 1.5380 2.6935
N 0.2947 1.2224 3.8710
C 1.6457 1.1476 3.7506
C 2.4280 0.8878 4.8552
C 1.8381 0.7058 6.1207
C 0.4324 0.7703 6.1944
C -0.3126 1.0244 5.0728
C 2.6305 0.4853 7.3175
C 2.5259 1.3575 8.4265
C 3.2380 1.1189 9.5711
N 4.0573 0.0345 9.6642
C 4.2032 -0.8171 8.6034
C 3.5117 -0.6097 7.4397
C 4.7800 -0.2433 10.9095
H -0.2879 0.7945 1.9219
H -0.2278 2.5432 2.3593
H -1.5698 1.5081 2.9572
H 2.0932 1.3154 2.7064
H 3.5050 0.8507 4.7310
H -0.0822 0.6170 7.1369
H -1.3969 1.0814 5.1094
H 1.8828 2.2297 8.3875
H 3.1668 1.7729 10.4312
H 4.8721 -1.6587 8.7319
H 3.6372 -1.3166 6.6272
H 5.8463 -0.2913 10.6833
H 4.4194 -1.1974 11.2996
H 4.5891 0.5478 11.6323
Cl -2.2576 -1.9836 -2.0894
Li -6.7543 2.3533 -6.2807
O 5.0049 5.0698 -1.4424
H 4.5688 4.3164 -1.8418
Al -3.0571 2.7291 3.1515
Br -5.2000 -0.8819 -0.8903
C -6.8003 -1.8965 -1.3289
C -6.5649 -2.8026 -2.5097
Br -6.5709 -1.8009 -4.1804
H -7.5995 -1.1747 -1.4915
H -7.0222 -2.4828 -0.4367
H -7.3763 -3.5247 -2.6068
H -5.6140 -3.3344 -2.4652
Cl 2.3624 0.3781 1.4741
O -0.2639 -4.6922 -1.7139
P 0.9462 -5.4886 -1.2185
O 0.7480 -6.9627 -1.5757
O 1.0872 -5.3512 0.2984
O 2.2081 -4.9481 -1.8943
*
```

6.
The following is a quantum chemistry calculation of 2 unconnected molecules or ions with the total composition C4H10O2, from the Open Molecules 2025 dataset.

- relative energy (zero: lowest compared OMol25 entry of this formula, charge and spin) (kJ/mol) = 86.8
- Kohn-Sham gap (eV) = 11.17
- structure (SMILES) = CC(=O)CO.C
- total energy (a.u.) = -308.86511

ORCA input file:
```
! wB97M-V def2-TZVPD RIJCOSX def2/J DEFGRID3
* xyz 0 1
C -0.3218 1.4026 -1.2731
C -0.8433 0.3440 -0.3452
C 1.4523 -0.0705 1.4003
O -1.5040 0.6273 0.6363
C -0.6379 -1.1400 -0.6397
O -0.9791 -1.8701 0.5020
H -0.6795 1.2084 -2.2889
H -0.6955 2.3656 -0.9221
H 0.7734 1.4263 -1.3046
H 1.9674 0.1609 0.4609
H 1.0610 0.8521 1.8357
H 2.1533 -0.5467 2.0817
H -1.4797 -1.2195 1.0369
H -1.2980 -1.3948 -1.4838
H 0.3924 -1.3634 -0.9475
H 0.6392 -0.7821 1.2511
*
```

Among the records above, which one has the highest total energy? C3H4O2